No. 1
Computed, not measured: 12 unconnected molecules or ions with the total composition C72H165N9O12 in a non-equilibrium geometry, with ωB97M-V/def2-TZVPD.

Positions of all 258 atoms, in Å:
C1 -2.314723 6.215552 -1.374183
C2 -3.178276 5.491515 -0.358255
C3 -2.396327 5.195166 0.946307
N1 -3.320733 4.877717 2.177788
C4 -3.848144 6.302704 2.622923
C5 -4.482698 6.174582 4.038742
C6 -3.541325 5.508213 5.080680
C7 -3.075100 4.124929 4.620488
C8 -2.462165 4.213953 3.268045
C9 -4.497860 3.929765 1.872330
H1 -1.425427 5.626528 -1.598464
H2 -1.988531 7.202798 -1.047010
H3 -2.804877 6.390982 -2.331829
H4 -3.478571 4.508171 -0.720115
H5 -4.033236 6.125474 -0.123226
H6 -1.741460 6.020068 1.227017
H7 -1.734690 4.343958 0.785748
H8 -2.955936 6.928713 2.635432
H9 -4.561006 6.714475 1.908519
H10 -4.707040 7.193141 4.355448
H11 -5.508289 5.809937 4.096262
H12 -2.699677 6.183796 5.233406
H13 -4.050164 5.358927 6.032992
H14 -2.262750 3.864424 5.298945
H15 -3.897153 3.411419 4.677322
H16 -1.654151 4.937451 3.376503
H17 -1.988857 3.291325 2.932138
H18 -4.031484 2.947252 1.799893
H19 -4.998474 4.234006 0.953133
H20 -5.161905 3.948788 2.736505
C10 -1.375458 -5.194538 -0.066347
C11 -0.372946 -5.213456 1.120949
C12 -0.962775 -5.645667 2.511836
N2 0.073019 -5.528254 3.748124
C13 -0.557408 -6.000149 5.086288
C14 -0.881474 -7.534346 5.008931
C15 0.327369 -8.351563 4.503641
C16 0.992888 -7.820525 3.244335
C17 1.338703 -6.301800 3.410141
C18 0.461793 -4.078153 3.882445
H21 -1.404385 -6.162235 -0.567160
H22 -1.159566 -4.388685 -0.767845
H23 -2.371563 -4.900035 0.264030
H24 0.129131 -4.259995 1.285042
H25 0.413713 -5.911233 0.833971
H26 -1.299695 -6.681692 2.476736
H27 -1.761577 -5.011643 2.896568
H28 -1.497581 -5.468073 5.231423
H29 0.159323 -5.799999 5.882750
H30 -1.708508 -7.671893 4.312367
H31 -1.103554 -7.898696 6.011942
H32 -0.131113 -9.304797 4.240516
H33 1.037543 -8.682495 5.261426
H34 0.384816 -7.845420 2.340051
H35 1.866019 -8.467547 3.160113
H36 1.776739 -5.762763 2.570108
H37 2.045025 -6.092778 4.213580
H38 1.093657 -3.812870 3.034813
H39 1.126014 -4.027215 4.745181
H40 -0.362821 -3.367255 3.934753
C19 0.946031 7.910070 1.238512
C20 2.159400 7.112042 0.633025
C21 1.997878 6.949248 -0.869095
N3 3.061797 6.105693 -1.658893
C22 3.085489 4.614795 -1.089158
C23 1.846281 3.815121 -1.271544
C24 1.479763 3.764333 -2.767517
C25 1.457132 5.193856 -3.402094
C26 2.702690 5.999051 -3.144193
C27 4.546599 6.617548 -1.406161
H41 0.717341 8.610406 0.435176
H42 1.121651 8.455598 2.165693
H43 0.020158 7.337040 1.288393
H44 2.100597 6.140138 1.122956
H45 3.188220 7.433988 0.794286
H46 2.222042 7.924814 -1.300513
H47 1.013652 6.506219 -1.021156
H48 3.606084 4.608656 -0.131537
H49 3.932917 4.197097 -1.632760
H50 1.165441 4.287356 -0.563324
H51 1.857782 2.815196 -0.837813
H52 0.436823 3.447556 -2.773792
H53 2.067321 3.034986 -3.325131
H54 0.628609 5.786710 -3.014544
H55 1.274256 5.071436 -4.469644
H56 2.619011 7.018043 -3.522011
H57 3.532995 5.509511 -3.653159
H58 4.617421 7.686073 -1.609478
H59 5.249574 6.019030 -1.985566
H60 4.753488 6.490688 -0.343526
C28 1.454259 -7.139790 -8.501545
C29 2.140298 -7.009303 -7.211802
C30 1.426026 -5.945050 -6.272651
N4 1.624186 -6.142321 -4.754019
C31 0.738567 -5.082878 -4.041596
C32 1.240708 -4.862852 -2.638673
C33 2.701657 -4.599311 -2.473743
C34 3.512187 -5.817085 -3.027083
C35 3.156548 -5.920548 -4.487950
C36 1.127555 -7.503528 -4.292490
H61 0.371978 -7.115342 -8.374333
H62 1.749008 -8.090318 -8.946199
H63 1.692539 -6.367971 -9.233409
H64 3.172653 -6.668788 -7.291710
H65 2.248675 -7.979665 -6.727281
H66 0.338855 -5.898698 -6.335894
H67 1.662836 -4.938742 -6.618144
H68 0.862884 -4.178767 -4.637607
H69 -0.322282 -5.326337 -4.100068
H70 0.733761 -3.971538 -2.268977
H71 1.119343 -5.714172 -1.968883
H72 2.862490 -3.577717 -2.818134
H73 2.905857 -4.456944 -1.412548
H74 4.539096 -5.479964 -2.885997
H75 3.423442 -6.792999 -2.549795
H76 3.426136 -4.976815 -4.962082
H77 3.629297 -6.747077 -5.018469
H78 0.130922 -7.586824 -4.725949
H79 0.817214 -7.431760 -3.250063
H80 1.739589 -8.336528 -4.638344
C37 -5.688613 -0.429190 -1.430772
C38 -6.802177 0.433387 -1.019262
C39 -7.533340 -0.096277 0.247773
N5 -8.558905 0.736396 1.020591
C40 -9.270484 -0.061270 2.114394
C41 -10.545162 0.544931 2.542854
C42 -11.449134 0.986382 1.470706
C43 -10.646109 2.042232 0.643173
C44 -9.398012 1.487048 -0.059378
C45 -7.695197 1.860394 1.717900
H81 -6.094377 -1.438540 -1.499104
H82 -4.867642 -0.587303 -0.731401
H83 -5.344715 -0.210536 -2.441723
H84 -7.412463 0.297987 -1.912194
H85 -6.299359 1.393860 -0.906264
H86 -6.848358 -0.333987 1.061663
H87 -8.103283 -0.932181 -0.157857
H88 -9.473793 -1.021070 1.639475
H89 -8.587536 -0.179973 2.955582
H90 -11.145086 -0.155843 3.123461
H91 -10.270419 1.378386 3.189351
H92 -11.519699 0.145829 0.780361
H93 -12.400905 1.291074 1.905898
H94 -11.267665 2.506730 -0.122355
H95 -10.424076 2.906365 1.269325
H96 -9.666298 0.743403 -0.809787
H97 -8.860684 2.278965 -0.581156
H98 -8.462733 2.475728 2.187323
H99 -7.130221 2.439230 0.987245
H100 -7.023654 1.498416 2.496431
C46 7.595725 -0.689392 -5.755705
C47 7.429584 -0.484557 -4.273895
C48 6.011153 0.066768 -3.725071
N6 5.887887 0.062075 -2.145887
C49 7.136664 0.457913 -1.361556
C50 6.967091 0.706865 0.162974
C51 5.707997 1.585135 0.382382
C52 4.453459 0.915223 -0.155644
C53 4.608055 0.775618 -1.783960
C54 5.501709 -1.420576 -1.744338
H101 8.365092 -1.427028 -5.983861
H102 7.898218 0.292726 -6.119098
H103 6.737115 -1.249322 -6.126339
H104 8.222529 0.090579 -3.795813
H105 7.451507 -1.496303 -3.868951
H106 5.153930 -0.466162 -4.136475
H107 5.920117 1.115050 -4.009542
H108 7.560749 1.335641 -1.849249
H109 7.909524 -0.278440 -1.581910
H110 7.908477 1.085499 0.561112
H111 6.721887 -0.263755 0.594112
H112 5.829461 2.600083 0.003939
H113 5.558599 1.639645 1.460716
H114 3.573509 1.541577 -0.009115
H115 4.181382 -0.000696 0.368924
H116 4.734438 1.691939 -2.360574
H117 3.721201 0.308014 -2.211677
H118 4.530629 -1.602224 -2.204883
H119 5.480329 -1.666264 -0.682605
H120 6.365331 -2.013111 -2.046262
C55 1.143874 0.020014 8.113192
N7 1.598246 0.822542 6.929701
C56 2.472380 1.967104 7.435057
C57 2.513894 0.071310 5.939039
C58 0.397533 1.427449 6.123602
C59 -0.640721 0.362994 5.679624
O1 -1.536206 0.976652 4.812594
H121 2.061365 -0.450146 8.467113
H122 0.499719 -0.757736 7.702980
H123 0.510029 0.747291 8.620540
H124 1.808573 2.547306 8.076006
H125 2.566351 2.672964 6.609807
H126 3.511410 1.759858 7.691106
H127 3.108887 -0.733314 6.371081
H128 3.183695 0.746051 5.405939
H129 2.002067 -0.443567 5.126001
H130 0.868273 1.955206 5.294162
H131 -0.026901 2.151476 6.819108
H132 -1.264175 -0.003241 6.495264
H133 -0.134593 -0.532859 5.319945
H134 -2.198589 0.359262 4.493728
C60 -0.508505 -0.159329 -6.593620
N8 0.841441 -0.123550 -5.915121
C61 0.634078 0.292711 -4.416408
C62 1.540042 -1.440535 -5.813049
C63 1.733351 0.818395 -6.747345
C64 3.178911 1.064749 -6.185171
O2 3.146631 2.002879 -5.116881
H135 -0.351663 -0.658585 -7.549787
H136 -0.850216 0.865891 -6.735959
H137 -1.181351 -0.688676 -5.918954
H138 1.601823 0.210465 -3.921624
H139 -0.113760 -0.389313 -4.011846
H140 0.323494 1.337005 -4.449593
H141 2.435952 -1.439910 -5.192216
H142 1.831244 -1.889095 -6.762837
H143 0.920642 -2.175468 -5.298926
H144 1.211225 1.765232 -6.885172
H145 1.839335 0.246714 -7.669329
H146 3.891054 1.442532 -6.918815
H147 3.649764 0.162720 -5.794342
H148 3.927694 2.560916 -5.104710
C65 -1.933424 -1.261889 0.769892
N9 -0.964072 -0.027419 0.657882
C66 -1.852969 1.188770 0.696116
C67 -0.019279 0.047422 1.944163
C68 -0.141754 0.024329 -0.653735
C69 1.102769 -0.875633 -0.653501
O3 0.841880 -2.233703 -0.344504
H149 -1.353800 -2.184139 0.809598
H150 -2.565190 -1.403948 -0.106920
H151 -2.515664 -1.027831 1.661132
H152 -2.326088 1.232424 1.677111
H153 -2.602714 1.090420 -0.088939
H154 -1.141855 2.014855 0.695945
H155 0.556571 0.952331 2.138162
H156 0.624827 -0.827323 2.033815
H157 -0.635145 -0.077432 2.834789
H158 0.063549 1.073167 -0.867986
H159 -0.836527 -0.270405 -1.440190
H160 1.826118 -0.565955 0.100801
H161 1.490404 -0.753835 -1.664935
H162 1.564416 -2.575662 0.187106
O4 2.774657 2.787592 2.030979
C70 1.774700 3.447318 2.634761
O5 0.790368 3.618430 1.942329
O6 1.953627 3.781793 3.844281
H163 3.114201 2.643701 2.917320
O7 -4.635461 -2.584113 4.370959
C71 -4.351579 -1.371957 3.995111
O8 -5.193361 -0.779811 3.367287
O9 -3.262982 -0.952368 4.330007
H164 -3.795819 -2.601207 4.836050
O10 3.481718 -3.434774 2.978581
C72 3.972111 -2.863908 1.922738
O11 5.100956 -2.407629 1.880353
O12 3.329290 -2.824504 0.763469
H165 4.176946 -3.375196 3.637898

Forces on the atoms, in the same order (eV/Å):
0.4 0.0 -0.4
0.4 0.0 1.0
-0.7 -0.6 0.0
-0.4 0.6 -1.0
-0.2 -1.7 1.6
0.4 0.8 0.3
-0.9 0.0 -0.7
-0.4 0.7 0.4
0.9 1.5 -0.4
1.4 0.8 0.2
0.2 -0.1 0.0
0.0 0.0 0.3
-0.3 -0.2 0.1
-0.4 0.2 -0.4
-0.2 -0.2 -0.2
-0.3 0.0 0.3
0.0 -0.2 0.2
-0.1 0.0 0.2
0.1 -0.4 -0.2
0.4 0.3 0.0
0.1 -0.8 -0.6
0.2 -0.1 0.1
-0.1 0.4 0.0
-0.1 -0.6 -0.1
0.2 -0.2 0.2
0.4 -0.1 -0.1
-0.4 0.0 -0.4
-0.3 -0.1 -0.2
0.0 0.0 0.2
0.0 0.0 -0.2
-0.2 0.6 1.0
0.0 -0.2 0.8
0.8 0.1 0.7
-0.8 0.5 -1.1
-0.4 -1.6 -1.1
1.6 1.0 -0.1
-1.6 -0.8 -0.4
0.6 1.5 0.6
0.0 -0.5 0.6
0.8 -0.4 -0.2
-0.2 0.2 0.0
0.6 -0.2 -0.1
-0.2 -0.5 0.2
-0.2 0.2 -0.4
0.1 0.0 0.2
0.0 0.2 0.1
-0.2 0.0 -0.5
0.3 0.4 0.0
0.0 0.2 -0.2
-0.2 -0.1 0.4
-0.5 0.2 -0.1
0.1 -0.2 -0.2
0.2 0.8 0.2
-0.1 -0.7 0.1
0.3 0.5 -0.7
-0.1 -0.5 -0.3
-0.1 -0.3 0.3
-0.1 0.0 0.0
-0.3 0.2 0.1
-0.3 -0.5 0.3
0.8 0.6 -1.8
0.0 -1.5 0.9
1.1 0.2 -0.4
0.4 -2.1 1.8
2.8 0.6 -0.7
-0.2 0.5 0.1
-1.3 1.3 1.0
-0.3 -0.8 0.6
0.8 0.3 0.3
-1.7 -0.1 0.1
-0.2 0.8 0.4
0.2 -0.3 -0.2
0.4 -0.5 0.3
0.2 -0.4 -0.1
-0.4 0.8 0.6
-1.0 0.2 -0.3
0.1 0.3 -0.7
-1.1 0.5 0.7
-0.1 -0.3 -0.8
-1.0 0.1 -0.5
0.8 0.0 0.0
-0.1 -0.4 -0.4
0.2 0.2 0.1
-0.3 -0.3 0.0
0.3 0.4 -0.1
0.0 0.0 0.0
0.3 0.2 0.3
-0.1 -0.1 -0.4
-0.3 0.1 -0.2
-0.1 -0.2 -0.1
-0.6 -0.2 -1.5
0.5 1.3 2.6
-0.5 -1.3 -0.1
0.4 0.9 -0.3
1.6 -0.4 -0.4
-0.5 0.2 0.8
0.1 -0.8 0.8
0.0 1.9 -0.3
-0.6 -0.4 -0.2
-1.2 0.9 -0.6
-0.1 -0.3 -0.1
-0.2 0.1 -0.2
0.1 0.1 0.1
0.1 0.1 -0.4
-0.4 0.0 0.2
-0.2 -0.8 -0.4
0.8 0.2 0.6
0.2 0.1 0.0
0.2 -0.6 -0.1
-0.5 -0.3 0.4
-1.1 -0.1 -0.1
1.0 -0.2 -1.0
0.0 -0.3 0.2
0.3 -0.6 -0.5
-0.4 0.4 0.6
-0.2 -0.1 -0.3
0.1 0.1 0.1
0.1 -0.3 -0.6
1.1 -0.3 0.2
0.1 0.3 0.5
0.9 -2.9 0.0
-0.4 1.1 0.8
-0.2 -0.4 0.2
3.2 3.0 -1.4
0.3 -1.0 -1.5
-0.3 0.4 1.9
1.5 0.7 -2.0
-1.2 0.6 -0.3
-1.7 -0.8 1.8
-1.6 -0.4 0.0
0.1 -0.4 -0.3
0.2 0.6 0.1
0.2 0.3 0.2
-0.7 1.2 0.3
-1.0 0.7 0.0
0.3 -0.8 -0.4
0.2 -0.5 0.6
0.2 -0.2 0.1
0.2 -0.1 -0.3
0.6 -0.3 0.5
-0.4 0.2 0.3
-0.9 -0.2 0.0
0.1 0.2 -0.6
-0.1 -0.2 -0.2
0.4 0.0 0.2
-0.1 -0.1 0.1
0.5 -0.2 0.5
0.3 0.3 0.0
-0.3 -0.2 -0.2
-0.2 -0.7 -0.2
0.1 0.3 0.4
-1.7 -1.2 2.2
2.2 0.5 0.3
-1.8 -3.3 0.1
0.8 0.8 -0.4
-1.7 -0.6 -1.7
0.4 -0.6 1.1
0.1 0.8 -2.7
0.7 0.9 1.9
1.7 0.4 -0.3
0.5 0.4 0.4
-0.6 -0.4 -1.2
-0.5 0.9 -0.6
0.0 0.0 -0.3
0.3 -0.1 0.5
0.1 -0.2 0.3
-0.1 0.1 0.1
-0.4 0.4 0.0
-0.4 -0.4 0.2
-0.2 0.1 0.0
0.3 0.0 0.4
0.0 0.0 -0.1
0.1 0.4 0.1
0.1 0.3 0.0
0.5 -0.5 -0.4
-0.4 0.8 0.8
0.3 -0.5 -0.1
0.4 -0.4 -0.1
-0.5 0.9 0.3
-0.5 -0.3 -0.8
-0.2 -0.2 -2.2
1.6 0.1 -2.0
-1.5 1.4 -1.4
-0.2 -0.6 -0.4
0.6 -0.8 0.9
-0.3 0.3 1.1
1.4 1.5 -0.9
-0.4 0.4 1.1
0.0 -0.1 0.3
0.5 -0.5 1.1
0.7 -0.3 0.9
0.0 -0.2 -0.5
-0.6 -0.7 0.7
0.0 0.4 0.7
-0.1 0.4 0.5
-0.8 0.2 0.3
-0.2 0.1 -0.2
-0.2 0.0 -0.2
0.4 0.0 0.6
0.2 -0.1 -0.7
-1.2 -1.1 0.1
0.7 -0.4 0.3
1.0 0.5 1.6
0.5 0.4 -1.9
-0.2 -1.4 0.0
1.4 -0.3 0.7
-0.2 0.3 0.4
-0.8 0.0 0.5
-0.4 0.0 0.1
0.1 -0.1 0.0
-0.1 -0.1 -0.4
-0.2 0.0 0.0
0.1 0.2 0.0
-0.2 -0.1 0.3
0.0 0.8 -0.1
-0.3 0.5 -0.3
-0.5 0.3 -0.2
0.0 -0.2 0.0
-0.1 0.4 -0.3
-0.6 -0.2 -0.7
-0.2 -0.4 -0.2
0.1 0.0 -0.3
1.3 0.5 0.2
0.6 -0.3 0.7
0.9 -0.4 0.8
-1.0 -1.3 0.2
-0.8 -0.9 1.0
-0.2 -0.3 1.0
-1.8 0.8 -1.2
0.2 0.3 0.5
0.0 0.8 -0.1
-0.1 -0.5 0.0
-0.2 -0.3 0.0
0.2 0.4 -0.1
-0.4 0.4 -0.6
-0.2 0.4 -1.1
0.1 0.0 -0.9
-0.7 0.3 -0.3
0.5 0.0 0.4
-0.2 -0.3 0.0
0.2 0.6 -0.4
0.5 -0.1 -0.2
1.6 -0.4 0.7
1.3 -1.0 0.1
-1.6 1.8 1.9
-2.6 0.6 -1.8
0.2 -0.9 -0.9
2.4 -0.8 0.3
0.3 -2.5 1.1
-3.1 1.4 -1.8
-2.2 2.0 -2.3
5.1 1.5 1.1
0.3 -2.0 1.2
-1.7 -1.0 1.8
1.1 1.6 -6.8
1.6 0.6 1.9
-2.1 -0.7 2.1
0.4 -0.1 0.3

The strongest force on any atom comes out at 7.04 eV/A. Its orbital gap is 6.8 eV. Its total charge is +6. Its HOMO energy is -17.63 eV.

Atom charges from the Löwdin analysis, given in e for atoms 1 to 5: -0.08, -0.22, -0.10, -0.20, -0.05

---

No. 2
Computed, not measured: C6H12N2 in the gas phase in a non-equilibrium geometry, with ωB97M-V/def2-TZVPD.

Positions of all 20 atoms, in Å:
C1 0.089086 1.251959 0.797033
C2 0.447365 0.165226 -1.447216
C3 -0.688239 1.563315 2.005269
C4 0.413157 -1.146093 -2.222430
C5 -0.163680 0.074039 0.002523
C6 0.897711 -0.910513 0.764504
N1 -1.421310 -0.507854 0.087324
N2 0.512034 -1.991385 1.257567
H1 0.833929 1.973389 0.465966
H2 -2.136716 0.216549 0.101899
H3 -0.512846 -2.058290 1.153129
H4 1.943733 -0.622814 0.718003
H5 1.472217 0.546129 -1.369840
H6 -0.139774 0.922462 -1.971948
H7 -1.542149 2.214871 1.769847
H8 -1.128016 0.640696 2.403906
H9 -0.088935 2.094516 2.748850
H10 1.033726 -1.910533 -1.752172
H11 -0.605060 -1.528168 -2.274751
H12 0.783766 -0.987498 -3.237466

Forces on the atoms, in the same order (eV/Å):
0.1 1.3 0.0
-0.6 0.0 0.1
-0.3 0.0 0.1
0.0 0.1 0.1
2.4 -0.9 0.1
-1.3 0.1 -1.1
-0.5 -0.2 -0.2
0.0 -0.3 0.6
-0.1 -0.1 0.0
0.0 0.1 0.0
0.3 -0.1 -0.1
0.0 0.1 0.1
-0.1 0.0 0.2
0.1 0.0 -0.1
0.0 0.0 0.1
0.1 0.1 0.2
-0.1 -0.2 0.0
0.0 0.0 0.0
0.0 0.0 -0.1
0.0 0.0 0.1

The strongest force on any atom comes out at 2.52 eV/A. Its orbital gap (spin up / spin down) is 6.5 / 9.5 eV. Its HOMO energy (spin up / spin down) is -7.54 / -9.47 eV. For the energy above the lowest of the compared OMol25 structures with the same formula, charge and spin, the calculation gives 4.151 eV.

Atom charges from the natural (NBO) analysis, given in e for atoms 1 to 5: -0.06, -0.35, -0.68, -0.62, -0.11

---

No. 3
Computed, not measured: a molecular structure, CAgF3O2S in a non-equilibrium geometry, with ωB97M-V/def2-TZVPD.

Positions of all 8 atoms, in Å:
O1 1.296509 0.917057 -0.939626
Ag1 2.530329 -0.762597 0.046259
S1 -0.201137 0.952391 -0.890775
O2 0.353915 -1.007673 0.672929
C1 -0.593518 -0.139635 0.656546
F1 -0.918377 -0.250024 -1.835810
F2 -0.551199 0.765242 1.706376
F3 -1.916521 -0.474762 0.584100

Forces on the atoms, in the same order (eV/Å):
-1.3 -0.2 -0.5
-0.7 0.1 0.1
-0.4 -0.6 -0.5
-2.0 0.1 0.5
2.3 -0.4 0.1
1.3 1.2 0.5
0.0 0.1 0.0
0.9 -0.4 -0.2

The strongest force on any atom comes out at 2.33 eV/A. Its orbital gap is 7.8 eV. Its HOMO energy is -9.55 eV. For the energy above the lowest of the compared OMol25 structures with the same formula, charge and spin, the calculation gives 0.000 eV.

Atom charges from the natural (NBO) analysis, given in e for atoms 1 to 5: -0.99, 0.94, 1.38, -0.88, 0.77

---

no.,E (eV)
1,-115257.0617
2,-9392.6993
3,-28117.2700